[1]
Molecular formula: C28H71ClN5O13
Method: DFT, ωB97M-V/def2-TZVPD

```
! RIJCOSX wB97M-V def2-TZVPD def2/J DEFGRID3
* xyz -1 1
Cl 19.753 -16.241 -8.145
O 20.629 -15.548 -7.233
O 19.331 -17.488 -7.527
O 18.558 -15.496 -8.461
O 20.530 -16.660 -9.298
C 27.446 -7.293 -7.356
O 26.069 -7.331 -7.066
C 25.451 -8.504 -7.553
C 24.180 -8.748 -6.769
N 23.425 -9.872 -7.289
C 22.205 -10.111 -6.539
C 21.498 -11.398 -6.929
O 20.806 -11.170 -8.139
C 20.130 -12.337 -8.570
H 27.691 -7.285 -8.422
H 27.954 -8.107 -6.828
H 27.830 -6.366 -6.927
H 26.122 -9.370 -7.524
H 25.222 -8.398 -8.624
H 23.529 -7.864 -6.818
H 24.461 -8.876 -5.723
H 23.308 -9.920 -8.287
H 21.501 -9.272 -6.661
H 22.426 -10.121 -5.470
H 20.809 -11.619 -6.107
H 22.231 -12.200 -7.037
H 20.729 -13.248 -8.512
H 19.889 -12.181 -9.621
H 19.184 -12.521 -8.054
C 13.947 -17.487 -2.065
O 15.248 -17.299 -2.547
C 15.218 -16.849 -3.907
C 16.625 -16.871 -4.471
N 17.580 -16.009 -3.743
C 18.860 -16.063 -4.480
C 19.676 -17.337 -4.319
O 19.905 -17.641 -2.947
C 20.965 -18.585 -2.882
H 13.300 -18.082 -2.724
H 13.388 -16.549 -1.945
H 14.007 -17.984 -1.099
H 14.831 -15.823 -3.953
H 14.554 -17.533 -4.445
H 16.499 -16.523 -5.512
H 16.980 -17.892 -4.610
H 17.190 -15.090 -3.942
H 19.495 -15.284 -4.038
H 18.728 -15.715 -5.507
H 20.629 -17.097 -4.796
H 19.202 -18.201 -4.791
H 21.269 -18.679 -1.842
H 21.830 -18.273 -3.475
H 20.594 -19.536 -3.279
C 21.906 -22.672 -4.491
O 21.466 -21.721 -5.425
C 22.447 -20.728 -5.628
C 21.856 -19.617 -6.475
N 22.669 -18.411 -6.436
C 23.824 -18.497 -7.353
C 24.698 -17.265 -7.214
O 26.067 -17.420 -7.519
C 26.285 -17.889 -8.828
H 22.315 -22.166 -3.609
H 22.739 -23.273 -4.889
H 21.137 -23.396 -4.234
H 23.366 -21.111 -6.087
H 22.692 -20.274 -4.658
H 20.887 -19.336 -6.063
H 21.688 -20.009 -7.490
H 22.104 -17.614 -6.701
H 23.364 -18.556 -8.351
H 24.333 -19.436 -7.137
H 24.693 -16.987 -6.156
H 24.237 -16.400 -7.706
H 26.034 -17.193 -9.635
H 25.641 -18.763 -8.973
H 27.313 -18.198 -9.007
C 15.650 -13.492 -17.844
O 16.794 -13.267 -17.039
C 16.660 -12.080 -16.286
C 17.917 -11.759 -15.504
N 17.994 -12.423 -14.219
C 19.213 -12.058 -13.498
C 19.579 -13.148 -12.471
O 20.066 -14.241 -13.207
C 20.446 -15.318 -12.360
H 15.773 -14.420 -18.392
H 15.577 -12.652 -18.545
H 14.766 -13.541 -17.201
H 15.743 -12.130 -15.685
H 16.470 -11.244 -16.980
H 18.033 -10.673 -15.475
H 18.770 -12.047 -16.142
H 18.013 -13.427 -14.371
H 18.981 -11.156 -12.923
H 20.076 -11.888 -14.152
H 18.651 -13.389 -11.944
H 20.328 -12.701 -11.814
H 20.890 -16.087 -12.990
H 19.586 -15.751 -11.841
H 21.164 -14.975 -11.611
C 15.852 -17.695 -8.495
C 15.654 -18.763 -9.571
C 16.947 -19.034 -10.305
O 16.713 -20.055 -11.265
C 17.697 -20.042 -12.259
N 15.137 -20.012 -8.962
H 16.541 -17.971 -7.694
H 14.919 -17.395 -8.011
H 16.255 -16.810 -9.000
H 14.876 -18.381 -10.239
H 17.763 -19.315 -9.631
H 17.219 -18.095 -10.803
H 17.543 -20.854 -12.974
H 18.684 -20.251 -11.825
H 17.763 -19.128 -12.857
H 14.261 -19.775 -8.504
H 15.761 -20.233 -8.187
*
```

Output
Gap between HOMO and LUMO: 8.82 eV
Energy relative to the best compared isomer or geometry (same formula, charge and spin): 0.000 eV
HOMO level: -6.455 eV
F_max: 2.93 eV/Å

=====

[2]
Molecular formula: C21H21
Method: DFT, ωB97M-V/def2-TZVPD

```
! RIJCOSX wB97M-V def2-TZVPD def2/J DEFGRID3
* xyz 1 1
C 0.593 0.287 -5.007
C 0.446 -0.348 -3.675
C -0.066 -1.634 -3.566
C -0.197 -2.233 -2.337
C 0.190 -1.568 -1.147
C 0.033 -2.265 0.082
C 0.262 -1.924 1.445
C -0.044 -2.910 2.411
C 0.178 -2.700 3.750
C 0.712 -1.504 4.191
C 0.994 -0.506 3.277
C 0.767 -0.698 1.935
C 0.698 -0.260 -1.286
C 0.825 0.327 -2.521
H 0.989 1.297 -4.918
H 1.275 -0.285 -5.635
H -0.365 0.350 -5.523
H -0.358 -2.154 -4.465
H -0.619 -3.224 -2.277
H -0.334 -3.273 -0.047
H -0.478 -3.840 2.083
H -0.063 -3.474 4.461
H 0.908 -1.355 5.240
H 1.393 0.429 3.629
H 0.963 0.120 1.273
H 0.991 0.303 -0.426
H 1.223 1.323 -2.610
H 2.775 -3.308 0.095
C 3.840 -3.567 0.156
C 4.582 -2.324 0.528
C 5.421 -2.080 1.533
C 5.867 -2.952 2.589
C 5.542 -4.230 2.815
C 4.659 -5.084 2.062
C 3.952 -4.818 0.966
H 4.115 -3.818 -0.878
H 4.401 -1.495 -0.143
H 5.835 -1.082 1.574
H 6.556 -2.502 3.290
H 5.998 -4.695 3.678
H 4.565 -6.086 2.456
H 3.357 -5.636 0.583
*
```

Output
Gap between HOMO and LUMO: 4.26 eV
HOMO level: -10.080 eV
F_max: 0.68 eV/Å

=====

[3]
Molecular formula: C3H8N2
Method: DFT, ωB97M-V/def2-TZVPD

```
! RIJCOSX wB97M-V def2-TZVPD def2/J DEFGRID3
* xyz 0 1
C -0.318 -1.767 -0.821
C 0.099 -0.306 -0.785
N -0.036 0.205 0.569
C 0.232 1.489 0.847
N 0.321 1.983 2.012
H -0.032 -2.364 0.023
H 0.142 -2.205 -1.713
H -1.366 -1.908 -0.894
H 1.117 -0.098 -1.106
H -0.599 0.229 -1.438
H -0.309 -0.361 1.355
H 0.269 2.122 -0.054
H 0.481 2.980 2.006
*
```

Output
Gap between HOMO and LUMO: 9.77 eV
Structure (SMILES): [H]/N=C/NCC
Energy relative to the best compared isomer or geometry (same formula, charge and spin): 1.355 eV
HOMO level: -8.723 eV
F_max: 1.55 eV/Å

=====

[4]
Molecular formula: C23H21N3O8SSiSn
Method: DFT, ωB97M-V/def2-TZVPD

```
! RIJCOSX wB97M-V def2-TZVPD def2/J DEFGRID3
* xyz -2 1
Sn -1.283 0.461 0.811
O -5.652 5.125 -0.985
C -4.712 4.182 -0.641
C -4.628 2.968 -1.305
C -3.629 2.081 -0.919
N -2.804 2.354 0.071
C -2.905 3.502 0.729
C -3.833 4.473 0.394
C -1.913 3.670 1.879
O -1.833 4.790 2.411
O -1.283 2.615 2.136
C -3.433 0.727 -1.616
O -4.295 0.413 -2.448
O -2.398 0.100 -1.259
H -6.189 4.752 -1.691
H -5.292 2.678 -2.110
H -3.851 5.408 0.932
C 2.532 3.299 0.034
Si 1.426 2.000 -0.735
C 2.341 1.321 -2.234
C -0.062 2.869 -1.417
N 0.915 0.844 0.455
C 1.759 -0.097 1.034
C 2.946 -0.546 0.435
C 3.727 -1.533 1.012
C 3.379 -2.107 2.227
C 2.233 -1.643 2.859
C 1.454 -0.655 2.285
H 2.920 3.996 -0.713
H 3.382 2.820 0.531
H 1.979 3.862 0.789
H 2.102 1.925 -3.115
H 2.047 0.289 -2.439
H 3.425 1.334 -2.094
H 0.219 3.501 -2.265
H -0.535 3.492 -0.666
H -0.817 2.167 -1.784
H 3.237 -0.144 -0.523
H 4.614 -1.870 0.488
H 3.986 -2.887 2.671
H 1.938 -2.052 3.820
H 0.577 -0.300 2.812
O -0.960 -2.144 1.745
C -0.463 -2.574 0.709
N -0.342 -1.883 -0.448
S 0.351 -2.751 -1.610
O -0.564 -3.115 -2.658
O 1.615 -2.185 -2.026
C 0.653 -4.196 -0.627
C 1.271 -5.387 -0.961
C 1.347 -6.366 0.023
C 0.811 -6.147 1.292
C 0.194 -4.941 1.604
C 0.126 -3.971 0.621
H 1.679 -5.548 -1.950
H 1.831 -7.311 -0.196
H 0.881 -6.927 2.041
H -0.225 -4.742 2.583
*
```

Output
Gap between HOMO and LUMO: 6.23 eV
Energy relative to the best compared isomer or geometry (same formula, charge and spin): 0.746 eV
HOMO level: -1.977 eV
F_max: 0.67 eV/Å

=====

[5]
Molecular formula: C16H32F3NNbO5S
Method: DFT, ωB97M-V/def2-TZVPD

```
! RIJCOSX wB97M-V def2-TZVPD def2/J DEFGRID3
* xyz -1 1
C -0.385 6.777 -2.289
C -0.071 5.992 -1.425
C 0.270 4.958 -0.403
C 1.721 5.047 0.137
C 2.750 4.115 -0.586
Nb 2.350 1.907 -0.187
C 1.296 1.818 -2.205
N 2.000 2.491 -3.318
C 1.137 2.471 -4.504
C 3.494 1.999 1.824
S 4.676 0.705 2.123
O 5.803 0.746 1.218
O 4.005 -0.572 2.219
O 1.687 -0.051 0.129
C 0.315 0.033 0.537
C -0.451 -1.311 0.552
C -1.987 -0.976 0.587
C -2.334 0.018 1.751
H -0.909 7.376 -3.010
H -0.410 5.135 0.452
H -0.004 3.976 -0.810
H 2.036 6.106 0.034
H 1.736 4.803 1.213
H 3.751 4.388 -0.187
H 2.757 4.353 -1.664
H 0.855 2.460 0.725
H 3.892 1.383 -1.014
H 1.243 0.727 -2.453
H 0.247 2.158 -2.119
H 2.843 1.990 -3.575
H 0.133 2.876 -4.303
H 1.580 3.019 -5.360
H 0.987 1.425 -4.873
H 4.043 2.958 1.894
H 2.768 1.978 2.656
H 5.192 0.958 3.381
H -0.276 0.732 -0.092
H 0.319 0.459 1.556
H -0.247 -1.897 1.463
H -0.288 -1.862 -0.386
H -2.611 -1.881 0.617
H -2.172 -0.404 -0.343
H -1.545 -0.065 2.521
H -2.271 1.058 1.393
H -3.303 -0.199 2.223
C -1.542 -7.158 0.194
C -2.903 -7.721 0.547
O -3.570 -6.888 1.511
C -4.198 -5.820 1.022
O -4.250 -5.511 -0.131
C -4.891 -5.057 2.156
F -4.103 -4.922 3.232
F -6.001 -5.691 2.574
F -5.256 -3.826 1.792
H -0.945 -7.009 1.095
H -1.011 -7.836 -0.474
H -1.633 -6.189 -0.297
H -2.794 -8.698 1.016
H -3.526 -7.853 -0.338
*
```

Output
Gap between HOMO and LUMO: 7.06 eV
HOMO level: -4.974 eV
F_max: 3.01 eV/Å

=====

[6]
Molecular formula: C27H25N8O4SSn
Method: DFT, ωB97M-V/def2-TZVPD

```
! RIJCOSX wB97M-V def2-TZVPD def2/J DEFGRID3
* xyz -1 1
Sn -1.453 0.473 0.405
O -1.911 -0.069 4.663
C -1.558 0.170 3.518
O -2.212 -0.023 2.441
C -0.170 0.787 3.321
C 0.630 1.032 4.457
C 1.864 1.580 4.286
C 2.297 1.938 2.989
C 3.538 2.572 2.741
C 3.876 2.958 1.475
C 2.988 2.732 0.402
C 1.795 2.099 0.611
C 1.431 1.679 1.905
N 0.221 1.060 2.100
H 0.223 0.761 5.419
H 2.515 1.768 5.132
H 4.202 2.757 3.577
H 4.823 3.453 1.294
H 3.225 3.064 -0.602
H 1.134 1.939 -0.225
N 4.796 -2.762 -4.828
C 3.788 -1.915 -4.345
C 2.464 -2.354 -4.295
C 1.473 -1.538 -3.781
C 1.794 -0.275 -3.299
C 3.104 0.173 -3.350
C 4.097 -0.644 -3.869
S 0.499 0.731 -2.611
O 0.305 0.134 -1.271
O -0.642 0.584 -3.476
N 1.138 2.126 -2.408
C 0.991 3.232 -3.183
N -0.150 3.473 -3.854
C -0.211 4.592 -4.553
C 0.819 5.519 -4.600
C 1.940 5.194 -3.855
N 2.050 4.076 -3.157
H 4.468 -3.461 -5.475
H 5.601 -2.276 -5.190
H 2.211 -3.339 -4.671
H 0.442 -1.871 -3.776
H 3.335 1.167 -2.987
H 5.122 -0.292 -3.908
H -1.137 4.761 -5.096
H 0.750 6.434 -5.170
H 2.796 5.863 -3.820
C 1.137 -2.405 0.119
C -0.199 -2.712 0.793
C -0.569 -4.178 0.527
C -0.054 -2.527 2.303
C -1.339 -1.797 0.282
H 1.896 -3.108 0.475
H 1.470 -1.391 0.340
H 1.075 -2.494 -0.967
H 0.199 -4.837 0.939
H -0.651 -4.385 -0.541
H -1.522 -4.430 0.999
H 0.630 -3.282 2.699
H -1.010 -2.623 2.821
H 0.368 -1.552 2.538
H -2.240 -2.068 0.843
N -1.624 -2.133 -1.090
C -1.794 -2.266 -2.231
N -1.863 -2.586 -3.455
C -2.893 -2.300 -4.237
N -3.755 -2.128 -4.989
*
```

Output
Gap between HOMO and LUMO: 7.13 eV
Energy relative to the best compared isomer or geometry (same formula, charge and spin): 1.617 eV
HOMO level: -5.317 eV
F_max: 0.27 eV/Å

=====

[7]
Molecular formula: C4H5NO2
Method: DFT, ωB97M-V/def2-TZVPD

```
! RIJCOSX wB97M-V def2-TZVPD def2/J DEFGRID3
* xyz 0 1
O 2.569 1.255 0.271
C 2.102 0.251 -0.169
C 0.919 -0.547 0.406
O 1.348 -1.585 0.772
N -0.507 -0.351 0.532
C -1.422 -0.364 -0.591
C -1.435 0.750 0.384
H 2.690 -0.454 -0.816
H -2.074 -1.236 -0.535
H -1.091 -0.117 -1.594
H -1.043 1.728 0.125
H -2.229 0.747 1.135
*
```

Output
Gap between HOMO and LUMO: 9.77 eV
Structure (SMILES): O=CC(=O)N1CC1
Energy relative to the best compared isomer or geometry (same formula, charge and spin): 3.113 eV
HOMO level: -9.566 eV
F_max: 2.33 eV/Å

=====

[8]
Molecular formula: C2H5N3
Method: DFT, ωB97M-V/def2-TZVPD

```
! RIJCOSX wB97M-V def2-TZVPD def2/J DEFGRID3
* xyz 0 1
C -0.294 0.631 0.771
C 0.516 -0.721 0.091
N 0.150 0.763 1.922
N -0.228 -0.878 -2.226
N 0.222 -1.371 -1.132
H -1.002 0.985 0.060
H 0.635 -1.371 0.924
H 1.444 -0.157 -0.175
H -0.174 1.470 2.553
H -0.272 -1.626 -2.898
*
```

Output
Gap between HOMO and LUMO: 9.18 eV
Structure (SMILES): [H]/N=C/C/N=N/[H]
Energy relative to the best compared isomer or geometry (same formula, charge and spin): 3.135 eV
HOMO level: -8.540 eV
F_max: 4.82 eV/Å